1.
The following is a DFT calculation (ωB97M-V with the def2-TZVPD basis set) of a molecular structure, C12H11EuF2N at a distorted geometry.

Last column: Löwdin charge in e.
Positions of all 27 atoms, in Å:
H 1.771 -4.678 -0.566  0.128
H -1.211 -2.050 -2.323  0.095
H 3.267 1.016 3.654  0.116
H -5.153 2.867 -2.132  0.007
C 1.639 2.083 2.706  -0.061
H -1.967 2.991 -2.009  -0.148
C 1.317 -0.234 1.114  -0.195
C 0.175 -1.275 -0.864  -0.303
C 1.648 -2.694 0.239  -0.182
C 0.283 -3.489 -1.566  -0.249
H -3.991 2.321 -3.271  0.020
H 1.757 3.008 3.264  0.106
N 0.500 0.859 0.991  -0.111
H -0.153 2.754 1.590  0.106
C 1.082 -1.387 0.181  -0.167
F 2.520 -3.008 1.263  0.027
C -4.037 2.894 -2.299  -0.260
C 2.474 0.979 2.902  -0.041
H 2.877 -1.056 2.290  0.103
Eu -1.284 0.609 -0.554  1.312
C -0.362 -2.253 -1.651  -0.115
F -0.072 -4.497 -2.429  0.039
H -3.525 2.197 -1.598  -0.148
H -3.735 3.959 -2.199  -0.007
C 2.279 -0.172 2.133  0.000
C 0.607 1.970 1.769  -0.122
C 1.292 -3.714 -0.637  0.050

As for the multiplicity: 8. For the strongest force on any atom, the calculation gives 3.08 eV/A. The total energy comes out at -1428.4763 Ha. As for the expectation value of S²: 15.7628.

2.
The following is a DFT calculation (ωB97M-V with the def2-TZVPD basis set) of 13 unconnected molecules or ions with the total composition C25H80N22O13 at a distorted geometry.

Last column: Löwdin charge in e.
Positions of all 140 atoms, in Å:
C -6.669 1.508 2.570  -0.469
C 1.980 -4.960 1.988  -0.708
H 4.263 1.049 -1.060  0.067
H 0.922 -6.439 2.938  0.126
H 2.356 2.766 -2.887  0.116
H 4.218 -1.121 -5.620  0.123
H -1.163 -0.806 2.699  0.077
C 2.624 3.264 -1.954  -0.092
H 4.035 -2.408 1.775  0.089
O -0.059 -5.136 -3.203  0.059
H -5.258 2.899 1.779  0.075
H 2.228 7.072 3.463  0.087
C -6.330 2.784 1.942  -0.059
C 2.394 4.864 -1.891  -0.364
H -6.905 2.838 1.017  0.092
H 3.230 2.905 2.030  0.083
C 1.525 2.806 3.269  -0.383
H -2.318 -1.725 5.410  0.109
H -0.018 4.436 3.225  0.119
N 4.824 -1.852 1.478  0.186
N 4.935 -1.096 -3.438  0.225
H -1.096 -1.193 -2.348  0.052
N 3.549 -1.592 -5.028  0.191
N 3.931 -2.197 -0.456  0.198
C -0.865 2.737 -0.609  -0.790
O -3.357 -0.645 -5.666  -0.179
H 4.175 -0.572 4.705  0.117
H 0.897 4.820 -3.220  0.092
H 0.023 -2.931 -4.466  0.100
N 2.613 -1.039 3.111  0.161
H -6.180 0.396 4.200  0.072
H -0.299 -2.688 0.404  0.104
O -0.413 2.045 -1.492  0.001
H 3.103 5.309 -2.589  0.129
H 0.496 6.804 3.117  0.088
H -2.766 0.742 -3.562  0.151
N 0.479 1.809 3.305  0.034
H 3.153 -0.818 6.180  0.136
H -3.735 -1.646 -3.962  0.110
C 0.935 4.156 2.775  -0.162
H 1.938 2.970 4.264  0.142
H 1.759 6.306 -0.308  0.067
C -3.797 -1.418 -6.669  -0.136
O -2.676 -5.298 -0.876  0.388
H 1.610 -0.840 -1.292  0.063
H 2.061 2.728 -1.191  0.088
H -4.882 -2.014 1.001  0.077
H -7.648 1.504 3.048  0.139
C 0.167 -0.918 0.065  -0.815
H 0.750 0.837 3.258  0.028
C -6.767 0.249 1.677  -0.144
H 5.362 -1.222 2.055  0.130
N 3.313 -0.794 5.183  0.212
N 0.496 -2.066 0.373  0.205
H 0.816 0.691 -0.973  0.069
H 0.960 -3.238 2.377  0.069
H 1.580 -2.608 -3.805  0.053
H -2.222 -2.159 -4.694  0.118
H 5.603 1.959 -1.928  0.107
H -2.429 -3.478 5.371  0.121
O -1.616 -3.165 2.755  -0.031
N 1.028 -0.260 -0.705  0.249
N -1.724 -1.067 3.497  0.181
H -2.963 -2.422 -1.816  0.084
H -1.245 0.529 -5.255  0.080
H -3.081 -2.200 -6.919  0.097
H -2.260 -4.047 1.082  0.115
H -4.700 -1.248 2.492  0.078
O 1.193 -1.196 4.659  0.019
H 1.382 -4.667 -1.161  0.107
O -0.874 -0.537 0.520  0.013
H 1.402 -2.335 0.017  0.075
H 3.355 -2.875 0.024  0.053
H 2.431 4.802 0.213  0.057
H -1.701 0.107 -1.751  0.048
N -1.952 -0.657 -2.362  0.039
H 4.179 1.386 -2.744  0.064
N 1.405 -4.076 2.725  0.177
H 1.819 6.884 1.853  0.060
C -1.866 -2.360 3.665  -0.697
H 3.676 -1.607 -1.235  0.055
H 3.405 -0.461 2.869  0.082
H -1.266 4.652 0.010  0.120
C 1.515 6.533 2.839  -0.087
H -7.603 0.263 0.978  0.119
H 2.964 1.283 2.798  0.046
O 1.911 5.176 3.163  -0.199
H -3.681 -0.678 1.246  0.074
H 1.847 -3.178 -1.849  0.064
H 5.667 -1.224 -4.122  0.142
C 2.356 -1.047 4.352  -0.830
H -4.017 -0.692 -7.452  0.104
H -2.714 -2.507 0.359  0.106
H -1.841 -0.368 4.217  0.120
H -0.547 1.154 -3.668  0.060
H 2.094 -6.906 1.736  0.127
H 5.164 -0.866 -2.482  0.096
H 0.900 6.180 -2.435  0.096
C 2.506 2.133 2.293  -0.050
H -3.862 -3.792 -2.419  0.155
H -2.053 2.847 1.021  0.128
N 1.345 -4.048 -1.958  0.189
N -2.325 -2.593 4.895  0.183
H 1.142 -4.374 3.653  0.120
H 2.094 1.778 1.348  0.070
C 4.532 1.803 -1.801  -0.160
H -0.325 4.413 -1.439  0.050
C -2.212 -0.186 -3.706  -0.382
H -6.547 3.614 2.614  0.088
C -4.699 -1.027 1.425  -0.157
H -6.971 -0.695 2.182  0.115
O -5.518 -0.006 0.966  -0.177
O 2.603 -4.499 0.996  -0.030
C 0.579 -4.144 -2.986  -0.783
H -4.760 -1.837 -6.376  0.092
H -4.942 0.957 3.411  0.054
C -2.727 -4.085 -0.846  -0.638
C 3.722 -1.241 -3.770  -0.731
N -5.858 1.232 3.735  0.039
C -2.885 -1.305 -4.552  -0.205
N 1.657 -6.186 2.294  0.196
N -1.446 2.291 0.435  0.198
O 4.080 3.086 -1.731  -0.188
H 0.801 4.108 1.695  0.092
N -2.462 -3.481 0.270  0.249
O 2.824 -1.333 -2.926  -0.047
H 1.868 -1.200 2.448  0.105
C -0.853 0.295 -4.264  -0.034
H 2.665 -1.950 -5.360  0.113
C 2.535 5.579 -0.545  -0.050
N 0.666 -3.023 -3.692  0.164
N -0.855 4.029 -0.670  0.187
H -0.132 -0.516 -4.169  0.056
C 4.806 -1.548 0.250  -0.804
N -3.334 -3.351 -1.679  0.271
H 3.526 6.001 -0.378  0.087
O 5.573 -0.719 -0.201  0.028
N 1.044 5.191 -2.292  -0.007
H 0.170 1.857 2.344  0.029
H -1.474 1.284 0.508  0.070

As for the multiplicity: 2. For the strongest force on any atom, the calculation gives 9.07 eV/A. The net charge is +1. The total energy comes out at -3183.0626 Ha. As for the expectation value of S²: 0.7544.

Going through the records in order, we get molecular weight values of 359.19; 897.06 g/mol.